Record 1
Entry from the OMol25 dataset: a molecular structure, C33H36BF4GeIrN4Se2 (ωB97M-V/def2-TZVPD).

Last column: Löwdin charge in e.
Positions of all 82 atoms, in Å:
1 Ir -2.209 0.588 -0.153  0.970
2 Se -3.540 0.019 1.830  0.774
3 Se -3.806 2.050 -1.483  0.682
4 C -2.848 3.247 -0.387  -0.720
5 C -3.018 4.615 -0.213  -0.082
6 C -2.176 5.278 0.657  -0.055
7 C -1.172 4.580 1.320  -0.069
8 C -1.040 3.229 1.090  -0.135
9 N -1.878 2.584 0.275  -0.178
10 C -3.899 -1.408 0.630  -0.671
11 C -4.779 -2.473 0.733  -0.075
12 C -4.931 -3.284 -0.376  -0.047
13 C -4.229 -3.008 -1.547  -0.040
14 C -3.357 -1.943 -1.575  -0.090
15 N -3.186 -1.182 -0.486  -0.175
16 H -3.803 5.125 -0.752  0.109
17 H -2.293 6.342 0.818  0.111
18 H -0.486 5.081 1.988  0.099
19 H -0.249 2.640 1.532  0.099
20 H -5.342 -2.631 1.641  0.112
21 H -5.618 -4.120 -0.341  0.114
22 H -4.349 -3.616 -2.430  0.115
23 H -2.803 -1.655 -2.456  0.117
24 C -0.836 -0.158 0.916  -0.330
25 Ge 0.272 -1.778 0.616  0.981
26 C 0.552 -2.556 2.381  -0.301
27 C -0.241 -2.210 3.474  -0.104
28 C -0.041 -2.807 4.713  -0.083
29 C 0.955 -3.758 4.871  -0.088
30 C 1.750 -4.115 3.790  -0.082
31 C 1.548 -3.518 2.555  -0.108
32 C 1.978 -1.106 -0.050  -0.266
33 C 2.959 -0.764 0.881  -0.108
34 C 4.198 -0.294 0.467  -0.086
35 C 4.476 -0.175 -0.888  -0.100
36 C 3.508 -0.509 -1.824  -0.079
37 C 2.262 -0.963 -1.409  -0.102
38 C -0.543 -3.180 -0.472  -0.262
39 C -0.440 -3.268 -1.862  -0.099
40 C -0.928 -4.377 -2.539  -0.077
41 C -1.539 -5.409 -1.842  -0.091
42 C -1.674 -5.324 -0.464  -0.086
43 C -1.170 -4.223 0.216  -0.106
44 H -0.560 0.361 1.844  -0.009
45 H -1.034 -1.478 3.361  0.069
46 H -0.665 -2.528 5.553  0.103
47 H 1.113 -4.222 5.836  0.102
48 H 2.527 -4.859 3.909  0.103
49 H 2.175 -3.805 1.717  0.110
50 H 2.762 -0.870 1.942  0.099
51 H 4.947 -0.028 1.201  0.104
52 H 5.445 0.183 -1.213  0.105
53 H 3.711 -0.405 -2.883  0.112
54 H 1.513 -1.164 -2.164  0.074
55 H 0.007 -2.471 -2.439  0.084
56 H -0.828 -4.429 -3.616  0.109
57 H -1.913 -6.277 -2.372  0.103
58 H -2.156 -6.123 0.086  0.104
59 H -1.255 -4.186 1.296  0.098
60 F -0.918 0.151 -1.856  -0.120
61 B -0.900 0.540 -3.320  -1.261
62 F 0.161 -0.197 -3.827  0.137
63 F -2.114 0.166 -3.844  0.138
64 F -0.664 1.895 -3.337  0.148
65 C 3.664 3.654 -1.147  -0.043
66 C 2.377 4.155 -0.473  -0.637
67 C 2.485 3.954 1.036  -0.046
68 C 2.178 5.633 -0.792  -0.047
69 N 1.180 3.472 -0.978  -0.059
70 N 1.192 2.058 -0.706  0.051
71 H 4.516 4.270 -0.852  0.083
72 H 3.572 3.704 -2.235  0.088
73 H 3.895 2.625 -0.866  0.054
74 H 3.393 4.428 1.412  0.085
75 H 2.518 2.893 1.283  0.069
76 H 1.629 4.403 1.543  0.056
77 H 3.011 6.225 -0.411  0.084
78 H 1.251 5.991 -0.343  0.074
79 H 2.117 5.792 -1.872  0.084
80 H 1.130 3.616 -1.985  0.115
81 H 2.051 1.634 -1.056  0.053
82 H 0.450 1.669 -1.276  0.039

ΔE to the lowest compared entry with this formula, charge and spin, kcal/mol: 0.0
Orbital gap (alpha / beta), eV: 6.364 / 6.365
Lowest unoccupied orbital energy (alpha / beta), eV: -1.203 / -1.202



Record 2
Entry from the OMol25 dataset: a molecular structure, C33H36Cl5NOP2S4Ta (ωB97M-V/def2-TZVPD).

Last column: Löwdin charge in e.
Positions of all 83 atoms, in Å:
1 Ta 0.419 -0.521 0.052  1.198
2 C -0.733 -0.728 4.882  -0.114
3 C -0.610 0.525 4.013  -0.492
4 C -0.457 1.771 4.884  -0.079
5 P 0.706 0.358 2.680  1.065
6 C 2.282 -0.241 3.464  -0.527
7 C 2.206 -1.763 3.640  -0.137
8 C 2.715 0.394 4.788  -0.094
9 C 0.942 2.115 2.234  -0.337
10 C 1.969 2.953 2.654  -0.063
11 C 1.975 4.289 2.274  -0.050
12 C 0.967 4.797 1.469  -0.051
13 C -0.030 3.957 0.999  -0.056
14 C -0.035 2.624 1.380  -0.397
15 N -0.983 1.679 0.837  -0.468
16 C -2.336 1.707 1.271  -0.327
17 C -2.837 2.754 2.036  -0.009
18 C -4.182 2.784 2.368  -0.046
19 C -5.034 1.787 1.923  -0.056
20 C -4.523 0.722 1.199  -0.076
21 C -3.166 0.645 0.901  -0.326
22 P -2.429 -0.865 0.164  1.000
23 C -3.286 -2.138 1.239  -0.530
24 C -2.661 -2.079 2.631  -0.122
25 C -3.299 -3.567 0.699  -0.108
26 C -3.359 -1.108 -1.448  -0.516
27 C -3.672 0.159 -2.241  -0.117
28 C -2.631 -2.112 -2.344  -0.106
29 H -1.664 -0.683 5.449  0.095
30 H -0.744 -1.647 4.298  0.047
31 H 0.080 -0.788 5.603  0.071
32 H -1.532 0.634 3.434  0.071
33 H 0.435 1.721 5.506  0.073
34 H -0.421 2.688 4.299  0.069
35 H -1.320 1.836 5.551  0.094
36 H 3.031 -0.013 2.699  0.082
37 H 1.497 -2.028 4.426  0.063
38 H 1.920 -2.274 2.725  0.002
39 H 3.185 -2.145 3.933  0.094
40 H 2.116 0.028 5.620  0.072
41 H 3.749 0.107 4.987  0.094
42 H 2.665 1.480 4.788  0.052
43 H 2.767 2.573 3.275  0.097
44 H 2.781 4.931 2.603  0.119
45 H 0.978 5.837 1.174  0.119
46 H -0.790 4.314 0.314  0.130
47 H -2.181 3.554 2.352  0.113
48 H -4.564 3.608 2.957  0.116
49 H -6.090 1.830 2.154  0.114
50 H -5.195 -0.057 0.864  0.112
51 H -4.324 -1.807 1.298  0.093
52 H -1.598 -2.330 2.576  0.042
53 H -2.767 -1.087 3.073  0.062
54 H -3.142 -2.798 3.298  0.098
55 H -2.302 -3.993 0.640  0.027
56 H -3.880 -4.190 1.381  0.091
57 H -3.769 -3.635 -0.282  0.069
58 H -4.306 -1.548 -1.119  0.107
59 H -2.783 0.545 -2.733  0.047
60 H -4.399 -0.086 -3.018  0.091
61 H -4.093 0.949 -1.620  0.068
62 H -1.752 -1.645 -2.785  0.062
63 H -2.311 -3.008 -1.809  0.059
64 H -3.287 -2.420 -3.160  0.097
65 O 4.723 3.332 -1.171  -0.006
66 C 4.062 2.383 -0.887  -0.948
67 S 2.283 2.377 -0.877  0.950
68 C 2.073 0.747 -0.321  -0.864
69 C 3.240 0.023 -0.176  -1.164
70 S 3.012 -1.599 0.268  0.674
71 S 4.769 0.784 -0.451  1.031
72 S -0.787 1.451 -0.888  0.657
73 Cl 0.184 -3.295 0.429  0.727
74 C 0.579 -3.177 -1.256  -0.729
75 C 0.660 -1.853 -1.644  -0.465
76 C 1.006 -1.595 -2.972  -0.698
77 Cl 1.028 0.047 -3.489  0.729
78 C 1.262 -2.638 -3.857  -0.694
79 Cl 1.669 -2.305 -5.483  0.735
80 C 1.161 -3.963 -3.411  -0.681
81 Cl 1.476 -5.248 -4.490  0.740
82 C 0.802 -4.250 -2.090  -0.699
83 Cl 0.639 -5.861 -1.532  0.736

Charge: +1
ΔE to the lowest compared entry with this formula, charge and spin, kcal/mol: 52.4
Orbital gap (alpha / beta), eV: 6.053 / 6.033
Lowest unoccupied orbital energy (alpha / beta), eV: -4.345 / -4.362



Record 3
Entry from the OMol25 dataset: a molecular structure, C33H36ClCsI2N4O3P (ωB97M-V/def2-TZVPD).

Last column: Löwdin charge in e.
Positions of all 81 atoms, in Å:
1 Cs -1.474 2.462 19.141  0.821
2 C 2.760 7.340 19.327  -0.017
3 N 2.255 5.977 19.569  -0.136
4 C 3.179 4.873 19.662  -0.039
5 C 0.933 5.609 19.564  -0.415
6 O 0.558 4.466 19.809  -0.121
7 C -0.140 6.685 19.439  -0.141
8 O -1.376 6.077 19.671  -0.139
9 C -2.449 7.022 19.594  -0.104
10 C -3.758 6.374 19.940  -0.443
11 O -3.917 5.192 19.917  0.070
12 N -4.744 7.267 20.274  -0.126
13 C -6.009 6.818 20.871  -0.023
14 C -4.520 8.664 20.625  -0.051
15 H 1.951 8.018 19.094  0.072
16 H 3.429 7.401 18.415  0.120
17 H 3.209 7.685 20.218  0.079
18 H 2.649 4.033 20.114  0.086
19 H 4.105 5.058 20.195  0.092
20 H 3.514 4.606 18.641  0.105
21 H -0.118 7.058 18.374  0.152
22 H 0.086 7.435 20.176  0.133
23 H -2.505 7.490 18.586  0.159
24 H -2.279 7.844 20.246  0.102
25 H -6.835 7.231 20.296  0.098
26 H -6.143 7.203 21.861  0.082
27 H -6.055 5.747 20.956  0.076
28 H -5.419 9.242 20.452  0.098
29 H -3.751 9.151 20.075  0.071
30 H -4.234 8.688 21.672  0.104
31 I -3.291 2.455 14.329  0.743
32 C -1.659 3.686 13.902  -1.181
33 I -0.871 4.581 15.675  0.693
34 H -2.044 4.468 13.311  -0.063
35 H -0.832 3.095 13.484  -0.020
36 Cl 0.245 -1.029 17.486  0.656
37 C 0.806 -2.272 18.588  -0.667
38 C 1.222 -3.444 17.963  -0.105
39 C 1.470 -4.526 18.783  -0.080
40 C 1.348 -4.452 20.160  -0.057
41 C 0.965 -3.236 20.750  -0.025
42 C 0.655 -2.121 19.930  -0.419
43 P 0.173 -0.475 20.478  1.005
44 C -1.666 -0.671 20.673  -0.420
45 C -2.373 -1.551 19.858  -0.082
46 C -3.758 -1.591 20.016  -0.105
47 C -4.454 -0.914 20.985  -0.081
48 C -3.756 0.041 21.743  -0.057
49 C -2.379 0.175 21.517  -0.191
50 C 0.909 -0.496 22.154  -0.369
51 C 2.256 -0.080 22.243  -0.115
52 C 2.855 0.084 23.457  -0.093
53 C 2.179 -0.194 24.653  -0.072
54 C 0.903 -0.708 24.554  -0.106
55 C 0.248 -0.812 23.362  -0.101
56 H 1.262 -3.599 16.901  0.105
57 H 1.738 -5.458 18.237  0.126
58 H 1.606 -5.311 20.721  0.097
59 H 0.950 -3.179 21.821  0.103
60 H -1.891 -2.236 19.136  0.110
61 H -4.330 -2.358 19.508  0.110
62 H -5.490 -1.200 21.158  0.114
63 H -4.234 0.687 22.459  0.107
64 H -1.950 0.937 22.118  0.092
65 H 2.850 0.107 21.359  0.104
66 H 3.898 0.395 23.433  0.109
67 H 2.721 -0.065 25.615  0.120
68 H 0.408 -1.081 25.494  0.129
69 H -0.767 -1.181 23.378  0.104
70 N -8.710 3.659 19.538  0.174
71 C -7.880 2.957 19.125  -0.171
72 C -6.867 2.109 18.609  -0.208
73 C -7.198 1.139 17.712  -0.018
74 C -6.201 0.347 17.135  -0.025
75 C -4.868 0.570 17.550  -0.142
76 N -4.585 1.487 18.495  0.029
77 C -5.513 2.251 18.989  -0.087
78 H -8.226 0.958 17.465  0.125
79 H -6.472 -0.437 16.385  0.126
80 H -4.148 -0.161 17.178  0.110
81 H -5.257 3.081 19.631  0.106

Charge: +1
ΔE to the lowest compared entry with this formula, charge and spin, kcal/mol: 22.5
Orbital gap, eV: 8.059
Lowest unoccupied orbital energy, eV: -2.312



Record 4
Entry from the OMol25 dataset: a molecular structure, C33H36F3N7O4RuS (ωB97M-V/def2-TZVPD).

Last column: Mulliken spin population.
Positions of all 85 atoms, in Å:
1 Ru -0.620 -0.530 0.215  0.883
2 O 0.088 3.435 -0.552  0.001
3 C -0.339 2.319 -0.319  -0.004
4 O 0.278 1.205 -0.503  0.022
5 C -1.748 2.156 0.216  -0.002
6 C -2.576 3.237 0.442  -0.001
7 C -3.875 3.005 0.859  0.002
8 C -4.306 1.695 1.009  -0.003
9 C -3.414 0.662 0.786  0.001
10 N -2.149 0.894 0.421  0.010
11 H -2.174 4.227 0.273  0.000
12 H -4.548 3.830 1.053  0.000
13 H -5.318 1.464 1.309  0.000
14 H -3.700 -0.372 0.917  -0.001
15 F -2.117 -3.539 4.351  0.000
16 C -2.563 -2.302 4.616  -0.001
17 F -2.722 -2.203 5.941  0.000
18 F -3.775 -2.183 4.052  0.000
19 C -1.615 -1.255 4.096  0.007
20 C -1.043 -0.316 4.931  0.000
21 C -0.189 0.654 4.409  0.003
22 C 0.068 0.652 3.056  0.004
23 N -0.467 -0.274 2.256  -0.017
24 C -1.300 -1.213 2.736  0.023
25 S -1.821 -2.214 1.411  -0.006
26 H -1.268 -0.336 5.989  0.000
27 H 0.260 1.402 5.045  0.000
28 H 0.700 1.389 2.582  -0.005
29 C 5.304 -0.108 0.957  0.000
30 C 4.430 -0.267 2.196  0.001
31 C 4.366 1.048 2.978  0.000
32 C 4.983 -1.372 3.088  0.000
33 N 3.092 -0.733 1.772  -0.004
34 N 2.345 0.131 0.934  0.017
35 H 6.338 0.081 1.246  0.000
36 H 4.978 0.732 0.340  0.000
37 H 5.273 -1.019 0.356  0.000
38 H 5.365 1.362 3.284  0.000
39 H 3.762 0.930 3.882  0.000
40 H 3.949 1.861 2.380  0.000
41 H 5.969 -1.104 3.468  0.000
42 H 5.064 -2.305 2.531  0.000
43 H 4.329 -1.540 3.948  0.000
44 H 2.529 -0.900 2.600  0.001
45 H 2.702 0.072 -0.010  0.001
46 H 2.414 1.111 1.206  0.003
47 C 0.392 4.592 -2.891  0.000
48 O 0.096 3.225 -3.172  0.000
49 C -1.152 2.782 -2.893  -0.001
50 C -2.172 3.547 -2.350  -0.001
51 C -3.426 2.981 -2.167  0.001
52 C -3.676 1.665 -2.522  0.000
53 C -2.660 0.893 -3.065  0.001
54 C -1.401 1.445 -3.236  -0.004
55 N -0.333 0.797 -3.912  0.004
56 C -0.128 -0.445 -4.267  -0.002
57 C -0.758 -1.632 -3.833  0.004
58 C -0.708 -2.763 -4.688  -0.001
59 C -1.277 -3.947 -4.318  0.003
60 C -1.891 -4.034 -3.048  -0.001
61 C -1.892 -2.975 -2.176  0.003
62 C -1.285 -1.747 -2.525  0.012
63 O -1.161 -0.722 -1.754  0.026
64 H -0.273 5.251 -3.451  0.000
65 H 1.416 4.745 -3.213  0.000
66 H 0.312 4.780 -1.819  0.000
67 H -1.994 4.575 -2.070  0.000
68 H -4.219 3.586 -1.749  0.000
69 H -4.662 1.240 -2.392  0.000
70 H -2.855 -0.120 -3.374  0.001
71 H 0.334 1.474 -4.268  0.000
72 H 0.646 -0.554 -5.022  0.000
73 H -0.235 -2.661 -5.658  0.000
74 H -1.265 -4.800 -4.981  0.000
75 H -2.363 -4.961 -2.750  0.000
76 H -2.359 -3.061 -1.205  0.001
77 N 1.068 -3.080 0.519  0.007
78 C 2.083 -3.791 0.008  0.008
79 C 2.520 -3.125 -1.116  -0.001
80 C 1.687 -2.008 -1.214  0.009
81 N 0.808 -1.997 -0.220  -0.005
82 H 0.434 -3.309 1.272  -0.001
83 H 2.413 -4.703 0.473  0.000
84 H 3.325 -3.408 -1.771  0.000
85 H 1.680 -1.206 -1.936  0.000

Charge: +1
ΔE to the lowest compared entry with this formula, charge and spin, kcal/mol: 19.5
Orbital gap (alpha / beta), eV: 7.430 / 7.123
Lowest unoccupied orbital energy (alpha / beta), eV: -3.246 / -3.549
2S+1: 2



Record 5
Entry from the OMol25 dataset: 2 unconnected molecules or ions with the total composition C33H36F5NO8P2 (ωB97M-V/def2-TZVPD).

Last column: Löwdin charge in e.
Positions of all 85 atoms, in Å:
1 C -1.026 3.975 3.359  -0.263
2 P -1.085 2.095 3.324  0.941
3 C -2.235 1.486 4.698  -0.266
4 N 0.518 1.381 3.533  -0.155
5 C 1.636 2.303 3.624  -0.418
6 O 2.064 2.815 4.618  0.124
7 C 2.101 2.472 2.147  -0.027
8 C 2.923 3.479 1.508  0.076
9 C 3.147 3.388 0.050  -0.084
10 C 3.999 4.531 -0.544  -0.181
11 C 3.444 5.493 -1.500  -0.055
12 C 4.177 6.603 -2.082  -0.070
13 C 5.566 6.811 -1.675  -0.073
14 C 6.166 5.877 -0.720  -0.069
15 C 5.406 4.751 -0.160  -0.023
16 C 2.567 2.306 -0.779  -0.041
17 C 2.830 2.335 -2.310  -0.083
18 C 4.331 1.858 -2.564  -0.151
19 O 4.435 0.435 -2.771  -0.076
20 C 5.344 0.141 -3.791  -0.314
21 O 6.478 -0.151 -3.550  0.105
22 C 1.735 1.256 -0.136  0.039
23 C 1.051 0.095 -0.904  -0.370
24 F 0.819 -1.037 -0.155  0.087
25 F 1.775 -0.333 -2.023  0.066
26 C -0.352 0.616 -1.404  -0.065
27 C -0.587 1.135 -2.745  0.005
28 C -1.938 1.615 -3.089  -0.047
29 C -3.057 1.596 -2.165  0.003
30 C -2.810 1.077 -0.811  -0.071
31 C -4.013 1.087 0.173  -0.488
32 F -3.700 1.647 1.397  0.074
33 F -4.472 -0.182 0.417  0.112
34 F -5.064 1.805 -0.361  0.093
35 C -1.488 0.598 -0.474  0.044
36 C 1.545 1.384 1.294  0.022
37 C 0.767 0.567 2.349  -0.431
38 O 0.378 -0.569 2.429  0.099
39 H -0.722 4.375 2.355  0.044
40 H -0.285 4.266 4.160  0.042
41 H -2.060 4.310 3.642  0.046
42 H -1.573 1.207 5.562  0.040
43 H -2.913 2.308 5.052  0.040
44 H -2.805 0.574 4.377  0.040
45 H 3.371 4.307 2.097  0.131
46 H 2.371 5.353 -1.801  0.114
47 H 3.632 7.268 -2.791  0.102
48 H 6.125 7.676 -2.098  0.099
49 H 7.220 6.021 -0.405  0.097
50 H 5.911 4.090 0.589  0.115
51 H 2.808 3.399 -2.681  0.103
52 H 2.089 1.779 -2.926  0.091
53 H 4.932 2.126 -1.648  0.132
54 H 4.806 2.443 -3.405  0.138
55 H 5.030 0.134 -4.876  0.159
56 H 0.246 1.199 -3.480  0.100
57 H -2.066 2.026 -4.123  0.105
58 H -4.052 1.966 -2.506  0.119
59 H -1.323 0.197 0.553  0.107
60 O -2.246 -7.130 0.617  -0.241
61 P -2.448 -5.787 -0.047  0.657
62 O -3.985 -5.462 0.483  -0.207
63 C -4.372 -5.709 1.828  -0.295
64 C -4.283 -4.445 2.661  -0.082
65 O -2.803 -6.333 -1.558  -0.222
66 C -2.264 -7.565 -2.028  -0.302
67 C -3.308 -8.660 -1.923  -0.079
68 O -2.398 -4.263 -0.755  -0.187
69 C -2.167 -3.123 0.066  -0.284
70 C -0.916 -3.252 0.909  -0.080
71 H -3.780 -6.500 2.291  0.103
72 H -5.409 -6.052 1.804  0.118
73 H -3.245 -4.110 2.747  0.064
74 H -4.670 -4.614 3.668  0.077
75 H -4.852 -3.634 2.200  0.076
76 H -1.351 -7.828 -1.492  0.102
77 H -1.990 -7.423 -3.076  0.113
78 H -3.695 -8.748 -0.907  0.072
79 H -2.889 -9.624 -2.222  0.075
80 H -4.160 -8.435 -2.567  0.075
81 H -3.047 -2.927 0.683  0.097
82 H -2.060 -2.267 -0.605  0.111
83 H -0.991 -4.095 1.608  0.072
84 H -0.747 -2.344 1.487  0.052
85 H -0.044 -3.433 0.277  0.084

Orbital gap, eV: 7.335
Lowest unoccupied orbital energy, eV: -1.014
Structure (SMILES): CP(C)N1C(=O)c2cc(-c3ccccc3)c(CCOC=O)c(C(F)(F)c3cccc(C(F)(F)F)c3)c2C1=O.CCOP(=O)(OCC)OCC